No. 1
The following is a quantum chemistry calculation of the molecule C20H16ClN3O4, from the Open Molecules 2025 dataset.

Positions of all 44 atoms, in Å:
C  -2.4401  2.7987  0.2482
C  0.0168  -0.7463  2.5515
C  0.1736  -3.0440  1.0001
C  -0.6327  -0.8037  1.3252
H  -2.7509  5.8736  -1.1119
H  -3.5912  2.4038  1.9171
C  3.0327  -3.8071  -0.7575
C  0.7346  -1.8349  3.0076
N  0.9416  -0.0113  -1.5702
O  1.1962  1.4098  0.1745
H  0.2651  -0.5558  -2.0838
C  -1.4861  2.2692  -0.6181
H  -2.5900  0.1485  -1.4520
C  -1.4461  4.3381  -1.8363
N  -2.9240  2.0065  1.2705
H  4.0208  -3.2762  1.1624
C  2.4968  -2.9093  -1.7120
H  -0.0454  0.1500  3.1463
H  -1.0589  4.9366  -2.6457
O  3.3292  -1.7323  -0.0219
H  -0.2575  2.6223  -2.3251
Cl  1.6929  -4.3467  2.8002
H  -1.0558  -2.0048  -0.3997
H  2.5960  -0.2339  -2.8094
H  2.9012  0.4546  -1.1821
H  0.2375  -3.9402  0.4035
O  -1.6329  0.0264  -1.4668
H  3.0498  -4.8759  -0.8139
N  -1.3732  0.3217  0.8656
H  2.0295  -3.1620  -2.6420
C  -1.0488  0.8348  -0.4543
C  -2.3408  0.8310  1.6925
H  -3.6329  4.5058  0.7409
C  -0.5499  -1.9548  0.5516
C  2.3518  -0.3035  -1.7455
H  1.2384  -1.7956  3.9602
C  -2.3970  4.8632  -0.9744
C  0.4963  0.7684  -0.5759
O  -2.6998  0.2937  2.7157
C  3.5245  -3.0308  0.2452
C  2.7090  -1.6547  -1.2164
C  -2.8943  4.1021  0.0645
C  -0.9934  3.0438  -1.6576
C  0.8072  -2.9788  2.2293

Properties
* HOMO: -8.615 eV
* SMILES string: O=C1Nc2ccccc2[C@@](O)(C(=O)NCc2ccco2)N1c1ccc(Cl)cc1
* Kohn-Sham gap: 9.1 eV

=====

No. 2
The following is a quantum chemistry calculation of C20H16CoN2O2S as an isolated structure, from the Open Molecules 2025 dataset.

Positions of all 42 atoms, in Å:
C  2.1744  0.3800  -0.9167
C  -0.3546  4.8154  -2.5416
C  1.7021  1.2929  1.1420
H  -2.9351  -4.2791  1.8076
H  -4.8014  -0.1126  3.3957
O  -0.7974  0.6188  -1.5315
C  -2.3221  -3.4747  1.4208
H  1.3842  1.9806  1.9088
O  -3.0733  1.4434  -0.9826
H  0.3780  -2.8638  -0.5111
C  -2.6341  -2.1394  1.7526
H  2.2893  0.2704  -1.9833
H  0.1284  6.7218  -1.6908
H  2.4426  -1.6891  -0.1655
N  -0.7198  -1.4210  0.4418
C  1.9042  -0.0902  1.3160
H  -0.8999  2.8125  -3.1037
C  1.8091  1.5859  -0.2376
C  -3.1392  0.5860  2.2154
C  -3.9628  -0.4146  2.7837
Co  0.3123  0.1786  0.0375
N  -1.2038  1.1383  0.7744
C  -1.8059  -1.1386  1.2210
C  -0.5114  5.3329  -0.1910
C  2.2279  -0.6512  0.0298
H  1.6444  2.5461  -0.6987
H  -1.1828  3.7252  1.0783
C  -0.4711  -2.6759  0.1318
C  -1.2588  -3.7374  0.6029
H  -3.3626  1.6323  2.3747
C  -2.0770  0.2251  1.4411
H  -0.1265  5.1213  -3.5534
H  -4.3719  -2.4970  2.9862
C  -3.7275  -1.7398  2.5595
C  -0.9505  4.0433  0.0712
H  -1.0049  -4.7465  0.3133
C  -1.0782  3.1563  -0.9864
S  -1.6769  1.5260  -0.7215
H  1.8500  -0.6297  2.2475
H  -0.4043  6.0387  0.6214
C  -0.2136  5.7151  -1.4917
C  -0.7900  3.5238  -2.2955

Properties
* total charge: +1
* HOMO: -11.896 eV
* Kohn-Sham gap: 8.2 eV

=====

No. 3
The following is a quantum chemistry calculation of C20H16MnN6OSe as an isolated structure, from the Open Molecules 2025 dataset.

Positions of all 45 atoms, in Å:
H  1.8014  -2.3313  -0.1070
Se  -5.2503  -5.4794  -0.1778
H  3.7084  0.6857  -2.3911
C  -0.5347  4.8814  -0.2414
O  1.6660  0.1578  -0.7036
C  -1.1460  2.7466  -1.0908
H  4.7490  1.2578  -1.0686
C  2.7050  0.8392  -0.5300
C  -1.4725  -2.3960  0.0010
C  -4.4566  0.4423  0.6571
H  -2.0196  4.5728  -1.7751
C  -4.1738  -3.2338  0.0325
C  -1.7219  -3.7783  -0.0654
N  -3.4808  -5.4476  -0.1881
H  4.2622  -0.4430  -1.1701
H  3.5824  2.3359  0.5062
C  -3.8848  -1.8267  0.2005
C  -3.1144  0.7561  0.5869
N  -0.2055  -1.8925  -0.0356
H  1.1849  1.1857  1.6489
C  0.5256  2.8713  0.4974
C  -2.5334  -1.4345  0.1551
H  -5.9044  -1.1351  0.4499
N  2.7346  1.8044  0.3889
C  -3.1033  -4.2041  -0.0741
H  -0.8147  -5.7209  -0.1548
C  0.6383  -4.1312  -0.1295
C  0.8083  -2.7603  -0.0900
H  -0.6569  5.9553  -0.1981
N  -2.1512  -0.1270  0.2978
H  1.5008  -4.7806  -0.1745
Mn  -0.2041  0.0755  -0.1904
N  -0.2767  2.1163  -0.2833
H  -5.1811  1.2108  0.8850
C  1.6025  2.1196  1.2562
H  -2.7904  1.7699  0.7812
C  0.4110  4.2469  0.5525
H  -1.7293  2.1161  -1.7524
N  -5.3811  -3.7275  -0.0066
H  1.9695  2.6967  2.0996
H  1.0507  4.8203  1.2100
C  -4.8576  -0.8622  0.4309
C  3.9358  0.5849  -1.3299
C  -1.3066  4.1176  -1.1026
C  -0.6418  -4.6532  -0.1246

Properties
* spin multiplicity: 6
* total charge: +2
* <S²>: 8.754
* HOMO (alpha / beta): -14.042 / -14.259 eV
* Kohn-Sham gap (alpha / beta): 7.5 / 7.6 eV